Record 1
The following is a DFT calculation (the ωB97M-V functional and the def2-TZVPD basis) of a cluster of 2 separate species, C24H35FN2P in total at a distorted geometry.

Values from the calculation:
charge: +1
E_tot: -40435.161 eV
HOMO level: -11.1685 eV

Positions of all 63 atoms, in Å:
F 2.98 3.12 9.61
C 2.69 1.79 9.71
C 3.56 0.99 10.44
C 3.16 -0.34 10.71
C 1.87 -0.77 10.35
C 1.04 0.05 9.63
C -0.27 -0.47 9.10
C -1.45 0.41 9.62
C -2.74 0.18 9.15
C -3.83 0.91 9.63
C -3.70 1.88 10.62
C -2.42 2.14 11.11
C -1.32 1.42 10.61
C 1.45 1.33 9.26
H 4.51 1.40 10.77
H 3.84 -1.02 11.17
H 1.51 -1.75 10.64
H -0.58 -1.46 9.39
H -2.88 -0.63 8.42
H -4.83 0.69 9.27
H -4.55 2.45 11.00
H -2.27 2.89 11.89
H -0.37 1.63 11.08
H 0.76 2.03 8.80
C -1.19 -4.33 2.85
C -0.99 -4.54 4.34
C -2.31 -4.83 5.04
C -0.06 -5.72 4.64
N -0.47 -3.30 4.91
C 0.58 -2.51 4.25
C 1.95 -3.15 4.52
C 2.29 -3.36 5.99
N 1.17 -3.76 6.86
C 1.51 -4.49 8.09
C 2.14 -5.88 7.83
C 0.27 -4.67 8.95
C 2.56 -3.65 8.82
P -0.38 -3.24 6.54
H -0.18 -0.54 7.99
H -0.23 -4.26 2.33
H -1.67 -5.23 2.45
H -1.83 -3.45 2.63
H -2.19 -5.03 6.13
H -3.00 -3.99 4.88
H -2.79 -5.69 4.59
H 0.27 -5.89 5.68
H -0.54 -6.65 4.33
H 0.79 -5.71 3.96
H 0.26 -2.52 3.21
H 0.58 -1.49 4.73
H 2.09 -4.11 4.01
H 2.64 -2.38 4.17
H 2.99 -4.17 6.25
H 2.61 -2.38 6.38
H 3.08 -5.90 7.26
H 2.38 -6.32 8.81
H 1.47 -6.60 7.37
H -0.15 -3.69 9.20
H -0.48 -5.30 8.46
H 0.56 -5.18 9.88
H 2.26 -2.61 8.73
H 2.64 -3.91 9.89
H 3.54 -3.74 8.33

Record 2
The following is a DFT calculation (the ωB97M-V functional and the def2-TZVPD basis) of a structure of composition C24H35FeN5O2.

Values from the calculation:
charge: +2
E_tot: -71374.199 eV
HOMO level (alpha / beta): -13.3567 / -13.3573 eV

Positions of all 67 atoms, in Å:
Fe -0.39 0.09 0.67
C 2.69 -0.21 4.90
C 2.28 -0.72 3.54
C 1.21 -1.60 3.41
C 0.88 -2.15 2.17
C -0.04 -3.35 2.10
C 1.57 -1.72 1.03
C 2.66 -0.84 1.15
C 3.48 -0.48 -0.06
C 2.99 -0.36 2.41
H 3.48 -0.84 5.32
H 1.85 -0.21 5.60
H 3.10 0.80 4.84
H 0.68 -1.92 4.30
H 0.55 -4.26 2.21
H -0.56 -3.40 1.15
H -0.76 -3.34 2.93
H 1.38 -2.20 0.07
H 4.27 -1.22 -0.20
H 3.96 0.49 0.06
H 2.86 -0.47 -0.96
H 3.84 0.32 2.51
N -3.58 -3.08 1.34
C -3.38 -1.95 2.31
C -2.27 -1.08 1.72
O -1.79 -0.17 2.40
O -1.91 -1.36 0.55
H -3.21 -3.96 1.69
H -3.01 -2.80 0.52
H -4.55 -3.22 1.08
H -3.10 -2.34 3.28
H -4.30 -1.39 2.41
N -3.22 1.84 -3.33
C -2.85 2.34 -2.00
C -2.63 1.16 -1.06
N -1.71 1.50 0.06
H -3.35 2.63 -3.96
H -4.10 1.36 -3.30
H -1.30 0.43 -4.31
H -3.58 3.04 -1.57
H -1.91 2.88 -2.10
H -2.19 0.35 -1.62
H -3.58 0.81 -0.64
H -2.23 1.86 0.87
H -1.11 2.25 -0.24
N 1.36 2.96 3.00
C 2.08 3.24 1.86
C 1.64 2.36 0.93
N 0.66 1.56 1.48
C 0.52 1.94 2.74
H 1.43 3.44 3.88
H 2.82 4.03 1.82
H 1.96 2.22 -0.10
H -0.17 1.50 3.46
C 0.31 0.15 -1.10
C 0.51 0.22 -2.31
C 0.69 0.26 -3.69
C -0.42 -0.20 -4.56
C -0.19 -0.15 -6.01
C 0.95 0.35 -6.53
C 1.96 0.81 -5.65
C 1.85 0.78 -4.28
H -0.77 -1.19 -4.24
H -0.98 -0.51 -6.66
H 1.10 0.40 -7.60
H 2.88 1.21 -6.08
H 2.66 1.13 -3.65

Record 3
The following is a DFT calculation (the ωB97M-V functional and the def2-TZVPD basis) of a structure of composition C24H35GaN3O3 at a distorted geometry.

Values from the calculation:
charge: -1
E_tot: -88441.124 eV
HOMO level: -4.6288 eV

Positions of all 66 atoms, in Å:
C 9.05 -0.95 3.48
O 8.56 0.30 2.94
C 7.49 0.11 1.99
C 6.17 1.00 2.32
C 4.92 -0.02 2.50
Ga 3.44 0.65 3.77
C 2.30 2.21 3.02
C 1.12 1.58 2.13
C 0.03 0.78 3.02
O -1.21 0.53 2.28
C -1.41 -0.84 2.02
C -2.22 -1.84 2.98
O -0.96 -1.34 0.95
H 8.44 -1.21 4.41
H 9.02 -1.83 2.76
H 10.14 -0.77 3.79
H 7.19 -0.99 1.82
H 7.89 0.46 0.96
H 6.33 1.66 3.25
H 5.97 1.69 1.42
H 4.48 -0.35 1.50
H 5.37 -0.97 2.97
H 2.46 -0.61 4.08
H 4.04 1.11 5.19
H 2.92 3.00 2.46
H 1.80 2.75 3.91
H 0.54 2.39 1.59
H 1.60 0.85 1.39
H -0.23 1.35 3.99
H 0.45 -0.23 3.34
H -1.57 -2.77 3.12
H -3.18 -2.18 2.44
H -2.51 -1.38 3.98
N -3.52 -1.92 -4.03
C -3.38 -1.20 -2.91
C -2.31 -1.32 -2.04
C -1.33 -2.25 -2.33
C -1.44 -3.02 -3.48
C -2.55 -2.81 -4.30
H -4.18 -0.49 -2.72
H -2.25 -0.71 -1.14
H -0.47 -2.38 -1.67
H -0.69 -3.75 -3.75
H -2.68 -3.38 -5.21
N 1.02 3.88 -0.84
C 1.34 4.86 -1.70
C 0.80 4.97 -2.97
C -0.12 4.02 -3.38
C -0.47 3.00 -2.52
C 0.12 2.97 -1.26
H 2.06 5.58 -1.33
H 1.09 5.79 -3.62
H -0.56 4.07 -4.37
H -1.18 2.23 -2.81
H -0.12 2.19 -0.55
N -8.44 -0.70 -3.16
C -7.20 -1.09 -3.48
C -6.74 -2.39 -3.35
C -7.61 -3.35 -2.86
C -8.91 -2.97 -2.52
C -9.27 -1.65 -2.69
H -6.55 -0.30 -3.86
H -5.72 -2.65 -3.63
H -7.29 -4.38 -2.74
H -9.61 -3.69 -2.13
H -10.27 -1.30 -2.44

Record 4
The following is a DFT calculation (the ωB97M-V functional and the def2-TZVPD basis) of a structure of composition C24H35KN7O8S at a distorted geometry.

Values from the calculation:
charge: -1
E_tot: -79430.554 eV
HOMO level: -5.3383 eV

Positions of all 76 atoms, in Å:
K 0.63 0.15 0.68
C 1.51 3.11 -4.44
N 0.15 2.78 -4.07
C -0.87 3.49 -4.80
C -0.06 2.05 -2.93
O 0.85 1.58 -2.29
C -1.50 1.89 -2.49
O -1.56 0.89 -1.52
C -2.84 0.81 -0.94
C -2.81 -0.30 0.09
O -1.94 -1.15 0.10
N -3.84 -0.33 0.97
C -4.85 0.71 1.08
C -3.69 -1.22 2.12
H 1.68 2.86 -5.49
H 2.19 2.53 -3.82
H 1.71 4.17 -4.30
H -0.58 3.54 -5.85
H -0.99 4.52 -4.43
H -1.83 2.99 -4.75
H -2.16 1.64 -3.33
H -1.83 2.86 -2.08
H -3.61 0.59 -1.71
H -3.08 1.77 -0.46
H -5.06 1.14 0.10
H -4.53 1.51 1.76
H -5.77 0.27 1.46
H -2.66 -1.15 2.49
H -3.90 -2.25 1.85
H -4.37 -0.90 2.91
N 1.32 -6.16 4.07
C 1.73 -5.06 3.31
C 2.90 -5.13 2.54
C 3.32 -4.04 1.81
C 2.59 -2.85 1.85
C 1.46 -2.76 2.64
C 1.03 -3.86 3.36
S 3.11 -1.49 0.81
O 2.79 -0.28 1.55
O 4.52 -1.68 0.52
N 2.22 -1.38 -0.52
C 2.06 -2.45 -1.34
N 2.46 -3.69 -0.96
C 2.25 -4.68 -1.80
C 1.64 -4.53 -3.03
C 1.27 -3.22 -3.33
N 1.48 -2.19 -2.53
H 1.62 -7.05 3.73
H 0.36 -6.14 4.35
H 3.46 -6.06 2.51
H 4.21 -4.07 1.20
H 0.92 -1.83 2.72
H 0.13 -3.79 3.97
H 2.59 -5.66 -1.46
H 1.46 -5.35 -3.71
H 0.79 -2.98 -4.28
C 0.03 3.92 2.33
C -1.27 3.15 2.10
C -2.46 3.97 2.58
O -1.44 2.83 0.72
C -1.16 1.79 2.88
O -1.27 1.80 4.10
O -0.96 0.80 2.10
H 0.01 4.88 1.81
H 0.88 3.34 1.95
H 0.16 4.08 3.40
H -2.47 4.94 2.08
H -2.40 4.11 3.66
H -3.39 3.45 2.34
H -1.20 1.88 0.73
C 3.28 1.68 -1.12
C 2.89 3.08 -1.08
N 2.59 4.19 -1.07
H 3.45 1.30 -0.12
H 4.19 1.56 -1.71
H 2.48 1.10 -1.59

Record 5
The following is a DFT calculation (the ωB97M-V functional and the def2-TZVPD basis) of the molecule C24H35N7O3S at a distorted geometry.

Values from the calculation:
structure (SMILES): CCN(CC)CCN(C(=O)Cn1nnc(-c2ccc(C)o2)n1)[C@H](C(=O)NC(C)(C)C)c1cccs1
E_tot: -52864.163 eV
HOMO level: -8.2327 eV

Positions of all 70 atoms, in Å:
C 3.45 -2.40 3.35
C 2.97 -2.01 1.94
N 2.46 -0.66 1.80
C 3.44 0.38 2.05
C 3.09 1.67 1.30
C 1.18 -0.45 2.46
C 0.03 -0.25 1.46
N -0.30 -1.44 0.70
C 0.22 -1.78 -0.49
O -0.19 -2.72 -1.15
C 1.37 -0.92 -1.01
N 0.82 0.23 -1.66
N -0.45 0.55 -1.61
N -0.60 1.62 -2.30
C 0.62 1.95 -2.78
C 0.85 3.09 -3.61
C -0.03 4.04 -4.06
C 0.73 4.93 -4.84
C 2.01 4.46 -4.83
C 3.25 4.97 -5.48
O 2.09 3.35 -4.08
N 1.53 1.07 -2.38
C -1.43 -2.24 1.19
C -2.70 -1.39 0.98
O -3.32 -0.92 1.91
N -2.98 -1.21 -0.32
C -4.02 -0.32 -0.85
C -3.91 -0.39 -2.37
C -5.39 -0.80 -0.37
C -3.75 1.11 -0.37
C -1.24 -2.65 2.61
C -0.46 -3.67 3.05
C -0.43 -3.77 4.46
C -1.19 -2.81 5.05
S -1.98 -1.79 3.92
H 3.79 -3.43 3.34
H 4.28 -1.77 3.66
H 2.65 -2.31 4.07
H 2.18 -2.70 1.63
H 3.80 -2.13 1.24
H 4.41 0.02 1.70
H 3.53 0.61 3.12
H 3.85 2.42 1.49
H 3.06 1.49 0.22
H 2.13 2.06 1.62
H 1.22 0.44 3.09
H 0.93 -1.30 3.10
H 0.25 0.57 0.78
H -0.87 0.03 2.02
H 1.94 -1.49 -1.74
H 2.02 -0.62 -0.17
H -1.08 4.08 -3.84
H 0.37 5.80 -5.36
H 3.54 4.31 -6.30
H 4.07 4.98 -4.77
H 3.08 5.97 -5.86
H -1.48 -3.13 0.55
H -2.36 -1.62 -0.99
H -2.94 -0.02 -2.69
H -4.05 -1.41 -2.72
H -4.68 0.23 -2.83
H -5.43 -0.79 0.71
H -6.17 -0.16 -0.77
H -5.57 -1.82 -0.71
H -2.77 1.44 -0.72
H -4.50 1.78 -0.77
H -3.78 1.15 0.71
H 0.08 -4.33 2.40
H 0.12 -4.52 5.00
H -1.36 -2.67 6.10

Record 6
The following is a DFT calculation (the ωB97M-V functional and the def2-TZVPD basis) of a structure of composition C24H35N8OS2V at a distorted geometry.

Values from the calculation:
charge: +3
multiplicity: 2
E_tot: -86756.653 eV
⟨S²⟩: 0.79
HOMO level (alpha / beta): -17.2449 / -17.3270 eV

Positions of all 71 atoms, in Å:
V -0.74 -0.19 -0.29
N -4.17 -1.76 -0.55
C -3.22 -0.85 -0.59
S -2.16 -0.71 -2.00
N -3.02 -0.10 0.51
N -2.12 0.92 0.23
C -2.32 2.20 0.02
C -3.53 2.89 0.33
C -4.30 2.48 1.44
C -5.45 3.16 1.76
C -5.88 4.22 0.96
C -5.15 4.61 -0.16
C -3.97 3.97 -0.47
C -1.14 2.74 -0.69
C -0.87 4.08 -0.89
C 0.21 4.42 -1.71
C 0.96 3.42 -2.29
C 0.67 2.09 -1.98
N -0.34 1.76 -1.19
H -4.38 -2.33 -1.35
H -4.80 -1.78 0.24
H -3.96 1.66 2.06
H -6.03 2.87 2.63
H -6.80 4.74 1.21
H -5.51 5.42 -0.78
H -3.43 4.26 -1.36
H -1.48 4.84 -0.42
H 0.43 5.46 -1.90
H 1.78 3.64 -2.96
H 1.28 1.29 -2.37
C 2.77 -3.96 -1.95
C 2.10 -4.76 -0.84
C 1.31 -3.90 0.16
S -0.12 -3.19 -0.66
O -0.59 -2.01 0.31
C -1.40 -4.45 -0.43
C -2.16 -4.44 0.90
C -1.40 -4.90 2.13
H 3.37 -4.62 -2.57
H 3.44 -3.20 -1.54
H 2.05 -3.47 -2.60
H 2.85 -5.28 -0.24
H 1.47 -5.55 -1.24
H 1.89 -3.04 0.50
H 0.97 -4.47 1.02
H -0.84 -5.38 -0.59
H -2.06 -4.32 -1.28
H -3.02 -5.09 0.72
H -2.57 -3.44 1.06
H -0.87 -5.84 1.95
H -2.10 -5.08 2.95
H -0.69 -4.16 2.49
C 4.51 2.84 1.35
C 5.11 1.67 0.58
C 4.99 1.86 -0.92
C 4.55 0.33 1.05
N 3.06 0.24 0.88
C 2.09 0.62 1.71
N 0.94 0.42 1.12
N 1.26 -0.09 -0.07
N 2.52 -0.21 -0.25
H 5.05 3.76 1.12
H 4.56 2.70 2.43
H 3.46 3.01 1.07
H 6.17 1.59 0.84
H 3.94 1.92 -1.24
H 5.46 1.05 -1.48
H 5.46 2.79 -1.22
H 4.72 0.16 2.11
H 4.95 -0.52 0.50
H 2.26 1.02 2.70

Question: The highest E_tot belongs to which entry?
Answer: C24H35FN2P